No. 1
{
  "formula": "C44H48N2O4",
  "method": "ωB97M-V/def2-TZVPD",
  "species": ["C", "N", "O", "O", "H", "H", "H", "C", "N", "O", "O", "H", "H", "H", "C", "C", "C", "C", "C", "C", "H", "H", "H", "H", "H", "H", "C", "C", "C", "C", "C", "C", "H", "H", "H", "H", "H", "H", "C", "C", "C", "C", "C", "C", "H", "H", "H", "H", "H", "H", "C", "C", "C", "C", "C", "C", "H", "H", "H", "H", "H", "H", "C", "C", "C", "C", "C", "C", "H", "H", "H", "H", "H", "H", "C", "C", "C", "C", "C", "C", "H", "H", "H", "H", "H", "H", "C", "C", "C", "C", "C", "C", "H", "H", "H", "H", "H", "H"],
  "coordinates": [[2.53, 0.57, 4.81], [2.67, -0.80, 4.28], [3.69, -1.40, 4.52], [1.72, -1.24, 3.66], [3.17, 1.21, 4.20], [2.94, 0.56, 5.82], [1.49, 0.87, 4.79], [0.42, -0.45, 0.89], [0.75, 1.00, 0.84], [0.03, 1.67, 0.14], [1.65, 1.46, 1.50], [0.07, -0.57, 1.92], [1.33, -1.01, 0.69], [-0.38, -0.64, 0.19], [-3.00, -0.47, -3.30], [-2.13, 0.29, -2.53], [-0.98, 0.78, -3.13], [-0.69, 0.45, -4.45], [-1.57, -0.32, -5.20], [-2.72, -0.82, -4.61], [-3.91, -0.86, -2.86], [-2.45, 0.52, -1.52], [-0.33, 1.44, -2.56], [0.25, 0.80, -4.87], [-1.38, -0.59, -6.23], [-3.37, -1.50, -5.15], [3.00, 2.86, -4.23], [2.69, 1.78, -3.42], [2.29, 1.97, -2.10], [2.22, 3.26, -1.63], [2.51, 4.36, -2.43], [2.85, 4.16, -3.76], [3.41, 2.70, -5.23], [2.80, 0.77, -3.79], [2.08, 1.10, -1.49], [1.94, 3.42, -0.59], [2.49, 5.38, -2.07], [3.05, 4.98, -4.44], [-4.66, 1.30, 0.65], [-3.44, 1.93, 0.51], [-3.23, 2.87, -0.49], [-4.24, 3.12, -1.39], [-5.50, 2.53, -1.26], [-5.70, 1.60, -0.23], [-4.78, 0.52, 1.39], [-2.63, 1.69, 1.19], [-2.27, 3.36, -0.60], [-4.15, 3.88, -2.15], [-6.28, 2.75, -1.98], [-6.68, 1.14, -0.18], [-0.18, -3.69, -2.97], [0.68, -4.70, -3.36], [2.06, -4.54, -3.21], [2.55, -3.39, -2.66], [1.69, -2.36, -2.25], [0.33, -2.53, -2.43], [-1.22, -3.78, -3.27], [0.29, -5.60, -3.81], [2.67, -5.36, -3.57], [3.60, -3.22, -2.45], [2.10, -1.43, -1.85], [-0.27, -1.66, -2.17], [-2.48, -3.26, 0.41], [-1.41, -3.21, 1.31], [-1.63, -2.67, 2.57], [-2.91, -2.31, 2.99], [-3.98, -2.51, 2.11], [-3.76, -2.93, 0.81], [-2.26, -3.61, -0.60], [-0.42, -3.54, 1.02], [-0.78, -2.54, 3.23], [-3.05, -2.00, 4.01], [-4.97, -2.27, 2.48], [-4.53, -2.96, 0.06], [4.19, -0.49, 1.09], [3.91, -1.84, 1.24], [4.55, -2.77, 0.44], [5.41, -2.37, -0.58], [5.62, -1.02, -0.80], [5.03, -0.09, 0.06], [3.71, 0.26, 1.71], [3.28, -2.26, 2.01], [4.45, -3.84, 0.60], [5.87, -3.09, -1.25], [6.28, -0.70, -1.59], [5.25, 0.95, -0.14], [-0.53, 3.27, 4.29], [-1.06, 2.20, 3.57], [-1.96, 1.34, 4.16], [-2.37, 1.57, 5.49], [-1.83, 2.63, 6.20], [-0.90, 3.48, 5.59], [0.20, 3.89, 3.78], [-0.69, 2.09, 2.56], [-2.38, 0.51, 3.61], [-3.11, 0.90, 5.91], [-2.11, 2.85, 7.22], [-0.45, 4.23, 6.23]],
  "lowdin_charge": [0.054, -0.443, 0.084, 0.038, 0.103, 0.101, 0.086, 0.062, -0.436, 0.041, 0.051, 0.078, 0.086, 0.088, -0.097, -0.096, -0.091, -0.084, -0.092, -0.100, 0.100, 0.081, 0.083, 0.093, 0.100, 0.100, -0.096, -0.106, -0.110, -0.092, -0.085, -0.092, 0.101, 0.102, 0.080, 0.091, 0.100, 0.099, -0.089, -0.110, -0.104, -0.100, -0.085, -0.087, 0.091, 0.078, 0.106, 0.104, 0.097, 0.096, -0.098, -0.089, -0.093, -0.094, -0.074, -0.096, 0.102, 0.099, 0.101, 0.083, 0.089, 0.077, -0.083, -0.098, -0.110, -0.096, -0.100, -0.093, 0.092, 0.107, 0.096, 0.098, 0.101, 0.103, -0.093, -0.104, -0.096, -0.117, -0.086, -0.085, 0.075, 0.084, 0.107, 0.102, 0.100, 0.102, -0.093, -0.106, -0.086, -0.081, -0.089, -0.096, 0.108, 0.071, 0.084, 0.098, 0.098, 0.100],
  "de_lowest_kcal_mol": 10.9,
  "largest_force_ha_per_bohr": 0.0322,
  "homo_lumo_gap_ev": 9.258,
  "lumo_ev": 0.2
}

=====

No. 2
{
  "formula": "C44H49Ge4I2N5STi",
  "method": "ωB97M-V/def2-TZVPD",
  "species": ["Ti", "N", "C", "C", "C", "C", "C", "C", "C", "N", "C", "C", "N", "C", "H", "H", "H", "H", "H", "H", "H", "C", "Ge", "C", "C", "Ge", "C", "C", "C", "C", "C", "C", "C", "C", "C", "C", "C", "C", "H", "H", "H", "H", "H", "H", "H", "H", "H", "H", "H", "H", "H", "H", "H", "H", "H", "H", "H", "S", "C", "N", "C", "C", "C", "N", "H", "H", "H", "H", "C", "Ge", "C", "C", "Ge", "C", "C", "C", "C", "C", "C", "C", "C", "C", "C", "C", "C", "H", "H", "H", "H", "H", "H", "H", "H", "H", "H", "H", "H", "H", "H", "H", "H", "H", "H", "H", "I", "I"],
  "coordinates": [[0.02, -0.05, -0.64], [-1.74, -5.53, 8.37], [-1.46, -4.79, 7.54], [-1.11, -3.87, 6.49], [-0.03, -3.01, 6.65], [0.30, -2.12, 5.64], [-0.46, -2.10, 4.49], [-1.55, -2.95, 4.31], [-1.87, -3.84, 5.32], [-0.12, -1.17, 3.45], [0.38, 0.10, 3.62], [0.53, 0.63, 2.39], [0.11, -0.30, 1.44], [-0.26, -1.37, 2.14], [0.55, -3.04, 7.56], [1.17, -1.48, 5.75], [-2.16, -2.90, 3.42], [-2.71, -4.51, 5.22], [0.58, 0.51, 4.60], [0.96, 1.58, 2.11], [-0.55, -2.32, 1.73], [3.63, 3.19, -2.59], [3.90, 2.31, -0.88], [3.25, 3.42, 0.59], [5.75, 1.75, -0.68], [2.77, 0.12, -0.82], [3.44, -0.94, -2.29], [3.48, -0.41, -3.59], [4.09, -1.11, -4.62], [4.66, -2.35, -4.37], [4.63, -2.89, -3.09], [4.02, -2.20, -2.06], [3.13, -0.84, 0.84], [3.82, -0.15, 1.84], [4.19, -0.79, 3.02], [3.84, -2.12, 3.22], [3.13, -2.81, 2.25], [2.78, -2.17, 1.07], [3.48, 4.26, -2.43], [2.79, 2.79, -3.16], [4.52, 3.07, -3.21], [2.60, 4.21, 0.22], [4.09, 3.91, 1.09], [2.72, 2.84, 1.34], [6.36, 2.65, -0.60], [6.06, 1.19, -1.56], [5.91, 1.14, 0.21], [3.06, 0.56, -3.80], [4.13, -0.68, -5.61], [5.13, -2.90, -5.18], [5.10, -3.85, -2.90], [4.04, -2.63, -1.07], [4.11, 0.88, 1.71], [4.75, -0.26, 3.77], [4.13, -2.62, 4.14], [2.87, -3.85, 2.40], [2.25, -2.75, 0.31], [0.51, 1.13, -2.85], [0.22, 2.40, -1.80], [0.30, 3.72, -2.10], [-0.05, 4.69, -1.23], [-0.53, 4.35, 0.01], [-0.57, 2.99, 0.32], [-0.14, 2.06, -0.54], [0.61, 3.97, -3.04], [0.05, 5.71, -1.58], [-0.85, 5.10, 0.72], [-0.93, 2.65, 1.28], [-2.57, 3.04, -3.70], [-3.29, 1.24, -3.50], [-2.60, 0.09, -4.90], [-5.22, 1.30, -3.32], [-2.54, 0.26, -1.37], [-3.16, 1.26, 0.19], [-3.54, 2.60, -0.02], [-3.97, 3.40, 1.02], [-4.00, 2.90, 2.31], [-3.64, 1.57, 2.55], [-3.24, 0.77, 1.49], [-3.18, -1.57, -1.16], [-4.02, -2.07, -2.16], [-4.63, -3.31, -2.03], [-4.39, -4.10, -0.91], [-3.52, -3.63, 0.08], [-2.93, -2.39, -0.05], [-3.32, 3.68, -4.16], [-1.70, 3.02, -4.37], [-2.29, 3.51, -2.76], [-2.76, 0.56, -5.87], [-3.10, -0.88, -4.91], [-1.53, -0.06, -4.77], [-5.62, 1.85, -4.17], [-5.51, 1.81, -2.40], [-5.66, 0.30, -3.32], [-3.53, 3.01, -1.02], [-4.29, 4.42, 0.83], [-4.34, 3.52, 3.13], [-3.71, 1.17, 3.55], [-3.01, -0.28, 1.70], [-4.25, -1.49, -3.04], [-5.30, -3.67, -2.80], [-4.86, -5.06, -0.80], [-3.33, -4.24, 0.95], [-2.30, -2.03, 0.75], [0.41, -2.45, -2.30], [-1.37, -4.27, -3.03]],
  "lowdin_spin": [0.521, 0.000, 0.000, 0.000, 0.000, 0.000, 0.000, 0.000, 0.000, 0.001, 0.000, 0.003, -0.001, 0.004, 0.000, 0.000, 0.000, 0.000, 0.000, 0.001, 0.000, 0.004, 0.020, 0.001, 0.013, 0.101, 0.020, 0.012, 0.000, 0.018, 0.000, 0.014, 0.014, 0.008, 0.000, 0.007, 0.000, 0.005, 0.000, 0.001, 0.000, 0.000, 0.000, 0.000, 0.002, 0.000, 0.000, 0.001, 0.000, 0.001, 0.000, 0.000, 0.001, 0.000, 0.000, 0.000, 0.000, 0.023, 0.046, 0.005, 0.012, 0.002, 0.015, 0.022, 0.000, 0.000, 0.000, 0.001, 0.004, 0.017, 0.002, 0.009, 0.054, 0.001, 0.001, 0.000, 0.002, 0.000, 0.002, 0.002, 0.003, 0.000, 0.002, 0.000, 0.001, 0.001, 0.000, 0.000, 0.000, 0.000, 0.000, 0.002, 0.000, 0.000, 0.000, 0.000, 0.000, 0.000, 0.000, 0.000, 0.000, 0.000, 0.000, 0.000, 0.000, 0.002],
  "de_lowest_kcal_mol": 94.3,
  "charge": 3,
  "spin_multiplicity": 2,
  "s2": 0.7668,
  "largest_force_ha_per_bohr": 0.0172,
  "homo_lumo_gap_ev": [5.722, 5.237],
  "lumo_ev": [-9.6, -10.2]
}

=====

No. 3
{
  "formula": "C44H49NP2Pt",
  "method": "ωB97M-V/def2-TZVPD",
  "species": ["Pt", "C", "C", "C", "C", "C", "C", "C", "C", "C", "H", "H", "H", "H", "H", "H", "H", "H", "H", "H", "H", "H", "H", "H", "H", "P", "P", "C", "C", "C", "C", "C", "C", "C", "C", "C", "C", "C", "C", "C", "C", "C", "C", "C", "C", "C", "C", "C", "C", "C", "C", "C", "C", "H", "H", "H", "H", "H", "H", "H", "H", "H", "H", "H", "H", "H", "H", "H", "H", "H", "H", "H", "H", "H", "H", "C", "N", "C", "C", "C", "C", "C", "C", "C", "C", "H", "H", "H", "H", "H", "H", "H", "H", "H", "H", "H", "H"],
  "coordinates": [[0.84, -1.07, 0.58], [-3.13, 0.90, 3.63], [-3.74, 0.69, 2.45], [-3.78, 1.54, 1.22], [-2.40, 1.87, 0.56], [-1.77, 3.19, 0.87], [-1.41, 3.35, 2.15], [-2.44, 3.35, 3.24], [-2.45, 2.13, 4.18], [2.26, -2.26, 1.50], [-3.27, 0.16, 4.44], [-4.42, -0.18, 2.41], [-4.38, 2.44, 1.40], [-4.36, 0.96, 0.48], [-1.70, 1.05, 0.87], [-2.51, 1.81, -0.52], [-1.60, 3.90, 0.04], [-0.36, 3.45, 2.45], [-3.42, 3.41, 2.75], [-2.28, 4.24, 3.87], [-1.44, 1.97, 4.58], [-3.10, 2.40, 5.03], [1.73, -3.17, 1.83], [2.75, -1.72, 2.33], [3.03, -2.53, 0.77], [0.05, -1.52, -2.13], [1.50, 0.67, -2.58], [-1.03, -0.12, -2.60], [-0.28, 0.97, -2.92], [-0.20, -2.54, -3.79], [-1.16, -2.21, -4.76], [-1.28, -2.95, -5.95], [-0.43, -4.03, -6.19], [0.53, -4.37, -5.23], [0.64, -3.64, -4.04], [-1.11, -2.31, -1.04], [-0.44, -2.71, 0.18], [-1.12, -3.63, 1.04], [-2.39, -4.06, 0.70], [-3.03, -3.63, -0.48], [-2.38, -2.76, -1.36], [2.12, 0.94, -4.35], [1.82, 0.01, -5.37], [2.28, 0.21, -6.68], [3.06, 1.33, -7.00], [3.35, 2.26, -6.00], [2.88, 2.07, -4.70], [1.93, 2.25, -1.77], [3.18, 2.30, -1.11], [3.64, 3.49, -0.58], [2.86, 4.65, -0.66], [1.60, 4.60, -1.27], [1.13, 3.40, -1.81], [-2.12, -0.24, -2.63], [-0.65, 1.89, -3.38], [-1.83, -1.37, -4.60], [-2.04, -2.67, -6.67], [-0.51, -4.58, -7.13], [1.18, -5.22, -5.42], [1.39, -3.93, -3.30], [0.70, -2.94, 0.00], [-0.54, -4.08, 1.84], [-2.91, -4.78, 1.33], [-4.03, -3.98, -0.73], [-2.84, -2.45, -2.29], [1.20, -0.86, -5.14], [2.04, -0.52, -7.45], [3.43, 1.47, -8.02], [3.94, 3.15, -6.24], [3.11, 2.82, -3.94], [3.77, 1.38, -1.03], [4.62, 3.53, -0.09], [3.22, 5.59, -0.25], [0.98, 5.49, -1.33], [0.15, 3.36, -2.27], [-0.55, -3.12, 5.60], [-0.11, -1.79, 5.27], [-0.75, -0.76, 6.05], [0.14, -1.57, 3.85], [1.01, -0.37, 3.54], [1.66, 0.29, 4.60], [2.24, 1.54, 4.41], [2.34, 2.05, 3.11], [1.94, 1.29, 2.00], [1.26, 0.10, 2.23], [-1.65, -3.20, 5.57], [-0.20, -3.40, 6.61], [-0.13, -3.83, 4.88], [-0.03, -0.25, 6.70], [-1.24, 0.01, 5.43], [-1.49, -1.25, 6.71], [0.55, -2.51, 3.46], [-0.83, -1.43, 3.32], [1.64, -0.17, 5.58], [2.62, 2.10, 5.27], [2.75, 3.05, 2.94], [2.18, 1.60, 0.98]],
  "lowdin_spin": [0.723, 0.005, 0.004, 0.030, 0.082, 0.399, 0.367, 0.060, 0.038, 0.247, 0.001, 0.001, 0.000, 0.004, 0.044, 0.001, 0.026, 0.027, 0.000, 0.006, 0.000, 0.003, 0.015, 0.016, 0.018, 0.334, 0.340, 0.013, 0.049, 0.070, 0.011, 0.004, 0.001, 0.001, 0.006, 0.156, 0.057, 0.076, 0.002, 0.096, 0.023, 0.055, 0.023, -0.001, 0.029, 0.001, 0.027, 0.067, 0.015, -0.001, 0.012, 0.004, 0.021, 0.001, 0.003, 0.001, 0.001, 0.000, 0.000, 0.001, 0.024, 0.003, -0.001, 0.005, 0.000, 0.001, 0.000, 0.001, 0.000, 0.001, 0.003, 0.000, 0.001, 0.000, 0.001, 0.000, 0.000, 0.000, 0.006, 0.027, 0.003, 0.013, 0.012, 0.076, 0.189, 0.000, 0.000, 0.000, 0.000, 0.000, 0.000, 0.000, 0.002, 0.000, 0.001, 0.002, 0.015],
  "de_lowest_kcal_mol": 121.9,
  "charge": 2,
  "spin_multiplicity": 5,
  "s2": 6.0415,
  "largest_force_ha_per_bohr": 0.0686,
  "homo_lumo_gap_ev": [3.372, 3.759],
  "lumo_ev": [-7.0, -8.3]
}

=====

No. 4
{
  "formula": "C44H50ClN2O3Se4TeTl",
  "method": "ωB97M-V/def2-TZVPD",
  "species": ["Tl", "Cl", "C", "C", "C", "C", "O", "C", "C", "N", "C", "C", "C", "C", "C", "C", "C", "C", "N", "C", "C", "H", "H", "H", "H", "H", "H", "H", "H", "H", "H", "C", "C", "C", "C", "C", "C", "C", "Se", "C", "C", "C", "C", "C", "C", "O", "C", "C", "C", "C", "C", "C", "C", "C", "C", "O", "C", "C", "C", "C", "C", "C", "H", "H", "H", "H", "H", "H", "H", "H", "H", "H", "H", "H", "H", "H", "H", "H", "H", "H", "H", "H", "H", "H", "H", "H", "H", "H", "H", "H", "H", "H", "H", "H", "H", "H", "H", "H", "H", "H", "H", "H", "Se", "Se", "Te", "Se"],
  "coordinates": [[-0.38, 1.04, 2.02], [-3.67, 7.92, 0.84], [-3.15, 6.34, 1.41], [-4.12, 5.36, 1.71], [-3.72, 4.14, 2.16], [-2.34, 3.80, 2.38], [-2.05, 2.69, 2.93], [-1.38, 4.80, 2.00], [0.05, 4.66, 2.05], [0.78, 3.61, 2.21], [2.18, 3.75, 2.14], [2.87, 4.89, 1.79], [4.28, 4.95, 1.77], [5.03, 3.86, 2.10], [4.38, 2.66, 2.44], [5.09, 1.47, 2.74], [4.42, 0.33, 3.04], [3.01, 0.37, 3.06], [2.33, 1.45, 2.79], [2.97, 2.60, 2.46], [-1.83, 6.06, 1.55], [-5.17, 5.59, 1.57], [-4.45, 3.37, 2.40], [0.54, 5.63, 1.91], [2.34, 5.79, 1.49], [4.76, 5.88, 1.50], [6.12, 3.90, 2.09], [6.18, 1.49, 2.72], [4.93, -0.59, 3.28], [2.43, -0.52, 3.30], [-1.09, 6.82, 1.30], [-0.88, -2.08, -4.89], [-1.00, -0.56, -5.07], [-2.24, -0.28, -5.93], [0.23, -0.05, -5.83], [-1.09, 0.12, -3.71], [-0.07, -0.06, -2.78], [-0.12, 0.54, -1.53], [1.32, 0.21, -0.31], [1.15, -1.66, 0.04], [1.96, -2.52, -0.68], [1.97, -3.89, -0.42], [1.23, -4.31, 0.69], [0.45, -3.47, 1.48], [0.24, -2.11, 1.05], [-0.70, -1.39, 1.53], [-0.22, -4.07, 2.73], [-1.42, -4.93, 2.30], [0.79, -4.96, 3.47], [-0.70, -3.02, 3.74], [2.74, -4.84, -1.34], [2.65, -6.29, -0.86], [2.14, -4.77, -2.75], [4.22, -4.45, -1.41], [-1.18, 1.39, -1.12], [-1.19, 1.99, 0.03], [-2.23, 1.56, -2.08], [-2.15, 0.94, -3.31], [-3.44, 2.43, -1.71], [-3.00, 3.87, -1.42], [-4.47, 2.49, -2.84], [-4.15, 1.84, -0.48], [-0.85, -2.59, -5.86], [-1.73, -2.47, -4.32], [0.03, -2.34, -4.35], [-2.14, -0.81, -6.89], [-2.35, 0.78, -6.14], [-3.15, -0.63, -5.44], [0.30, -0.51, -6.82], [1.15, -0.27, -5.28], [0.17, 1.04, -5.96], [0.78, -0.69, -3.01], [2.59, -2.10, -1.45], [1.28, -5.35, 0.97], [-1.11, -5.72, 1.62], [-2.16, -4.31, 1.79], [-1.90, -5.39, 3.17], [1.09, -5.83, 2.89], [0.34, -5.32, 4.41], [1.69, -4.39, 3.72], [-1.54, -2.44, 3.36], [0.09, -2.32, 4.01], [-1.01, -3.54, 4.66], [1.62, -6.63, -0.82], [3.09, -6.41, 0.13], [3.20, -6.94, -1.56], [1.08, -5.02, -2.73], [2.65, -5.46, -3.43], [2.23, -3.76, -3.16], [4.67, -4.47, -0.41], [4.35, -3.44, -1.81], [4.78, -5.14, -2.05], [-2.96, 1.10, -4.01], [-2.55, 4.31, -2.32], [-2.27, 3.90, -0.62], [-3.86, 4.49, -1.14], [-4.06, 2.93, -3.75], [-5.31, 3.11, -2.52], [-4.87, 1.50, -3.09], [-3.47, 1.79, 0.37], [-4.50, 0.83, -0.70], [-5.01, 2.46, -0.20], [-1.88, 2.01, 6.03], [-2.01, 0.74, 7.87], [1.24, -0.07, 6.29], [0.09, 1.55, 4.88]],
  "lowdin_charge": [0.834, 0.569, -0.688, -0.131, -0.018, -0.392, -0.239, -0.125, -0.085, 0.085, -0.171, -0.027, -0.095, -0.061, -0.156, -0.024, -0.037, -0.185, 0.009, -0.156, -0.093, 0.098, 0.116, 0.100, 0.092, 0.095, 0.101, 0.108, 0.104, 0.080, 0.103, -0.053, -0.563, -0.079, -0.058, -0.191, -0.083, -0.392, 1.115, -0.405, -0.106, -0.197, -0.004, -0.089, -0.413, -0.204, -0.532, -0.052, -0.067, -0.061, -0.565, -0.079, -0.058, -0.060, -0.387, -0.235, -0.082, 0.010, -0.525, -0.035, -0.086, -0.036, 0.076, 0.091, 0.067, 0.075, 0.082, 0.085, 0.075, 0.075, 0.086, 0.096, 0.089, 0.084, 0.073, 0.088, 0.077, 0.062, 0.076, 0.090, 0.078, 0.054, 0.082, 0.082, 0.084, 0.075, 0.088, 0.075, 0.071, 0.086, 0.072, 0.074, 0.075, 0.087, 0.069, 0.078, 0.079, 0.078, 0.080, 0.070, 0.089, 0.078, -0.089, -0.181, 0.100, -0.220],
  "de_lowest_kcal_mol": 42.4,
  "charge": -2,
  "largest_force_ha_per_bohr": 0.0168,
  "homo_lumo_gap_ev": [4.983, 4.794],
  "lumo_ev": [3.3, 3.3]
}